This record from the Open Molecules 2025 dataset describes a structure of composition C16H38AgClN4O6 in a non-equilibrium geometry. The level of theory is wB97M-V/def2-TZVPD.

```
! wB97M-V def2-TZVPD RIJCOSX def2/J DEFGRID3
* xyz 1 2
Ag 2.05 -0.68 1.43
Cl -0.27 -0.32 0.02
C 1.67 2.51 2.20
O 2.58 1.72 1.47
C 2.73 2.05 0.09
C 3.71 1.09 -0.64
O 3.28 -0.28 -0.51
C 4.28 -1.16 -0.90
H 0.69 2.57 1.73
H 2.04 3.52 2.35
H 1.62 2.05 3.18
H 3.01 3.09 -0.06
H 1.76 1.82 -0.36
H 4.75 1.19 -0.30
H 3.71 1.38 -1.69
H 5.20 -1.15 -0.32
H 4.59 -1.04 -1.93
H 3.77 -2.11 -1.02
C 0.40 -0.41 5.68
C 0.47 -0.52 4.17
O 1.56 -0.70 3.64
N -0.58 -0.29 3.41
C -1.84 0.32 3.92
H 1.09 0.35 6.03
H 0.62 -1.39 6.11
H -0.54 0.00 6.06
H -0.42 -0.26 2.41
H -1.74 1.15 4.62
H -2.43 -0.46 4.40
H -2.43 0.57 3.04
C -1.70 -3.98 2.16
C -1.90 -4.52 0.75
O -2.04 -5.70 0.56
N -1.93 -3.66 -0.29
C -2.12 -3.91 -1.73
H -1.63 -4.83 2.85
H -2.52 -3.36 2.52
H -0.79 -3.38 2.15
H -1.63 -2.72 -0.06
H -2.46 -3.03 -2.27
H -2.89 -4.64 -1.96
H -1.22 -4.23 -2.26
C 0.97 -0.66 -3.75
C -0.45 -0.40 -4.22
O -0.74 -0.28 -5.40
N -1.32 -0.33 -3.22
C -2.72 -0.07 -3.44
H 1.62 0.21 -3.72
H 1.30 -1.39 -4.49
H 1.09 -1.13 -2.78
H -0.97 -0.33 -2.27
H -2.99 0.03 -4.49
H -2.90 0.95 -3.07
H -3.35 -0.79 -2.92
C -2.22 3.32 -0.04
C -1.53 3.52 -1.29
O -1.80 4.55 -1.91
N -0.64 2.65 -1.62
C 0.27 2.87 -2.76
H -3.31 3.31 -0.10
H -1.94 4.21 0.51
H -1.93 2.41 0.50
H -0.49 1.84 -1.05
H 0.55 3.93 -2.83
H -0.17 2.66 -3.74
H 1.16 2.27 -2.57
*
```

Output
Lowest unoccupied orbital energy (alpha / beta) ... -3.96 / -8.90 eV
HOMO-LUMO gap (alpha / beta) ... 7.79 / 2.77 eV
Energy above the lowest of the compared OMol25 structures with the same formula, charge and spin ... 0.9353 eV


This record from the Open Molecules 2025 dataset describes a cluster of 5 separate species, C16H38BrN5O5P in total in a non-equilibrium geometry. The level of theory is wB97M-V/def2-TZVPD.

```
! wB97M-V def2-TZVPD RIJCOSX def2/J DEFGRID3
* xyz 1 1
O 3.04 -2.06 -1.77
P 2.95 -0.35 -2.07
Br 4.13 0.56 -0.31
C 1.18 0.32 -1.85
C 0.11 0.24 -3.07
C -1.34 0.31 -2.27
N -1.13 -0.36 -0.92
C 0.36 -0.60 -0.76
H 2.28 -2.55 -2.20
H 1.32 1.45 -1.62
H 0.17 -0.64 -3.82
H 0.19 1.28 -3.59
H -1.75 1.37 -2.01
H -2.16 -0.23 -2.92
H -1.52 0.09 -0.07
H -1.51 -1.31 -1.09
H 0.49 -1.67 -1.24
H 0.85 -0.45 0.29
C 3.56 -2.44 4.20
O 3.25 -2.28 5.37
N 4.67 -1.92 3.59
C 4.96 -2.16 2.19
C 5.59 -1.11 4.36
H 2.93 -3.04 3.52
H 5.93 -2.67 2.11
H 5.01 -1.20 1.67
H 4.19 -2.78 1.73
H 5.97 -1.70 5.20
H 5.05 -0.25 4.76
H 6.42 -0.77 3.74
C -3.11 2.96 -4.29
O -2.08 2.35 -4.05
N -4.35 2.40 -4.47
C -5.53 3.20 -4.74
C -4.49 0.96 -4.37
H -3.12 4.06 -4.38
H -6.26 3.04 -3.95
H -5.95 2.89 -5.70
H -5.28 4.27 -4.78
H -4.17 0.64 -3.38
H -3.86 0.49 -5.12
H -5.53 0.67 -4.53
C 8.38 -3.43 5.68
O 8.62 -2.26 5.98
N 8.49 -4.50 6.53
C 8.18 -5.85 6.11
C 8.93 -4.28 7.90
H 8.04 -3.71 4.67
H 7.38 -6.25 6.73
H 9.08 -6.47 6.22
H 7.87 -5.87 5.06
H 8.23 -3.59 8.39
H 9.92 -3.82 7.88
H 8.97 -5.22 8.45
C -8.62 3.27 -2.89
O -7.51 3.24 -2.40
N -9.39 4.39 -3.07
C -10.71 4.34 -3.67
C -8.87 5.67 -2.64
H -9.12 2.35 -3.25
H -10.72 4.96 -4.57
H -11.44 4.72 -2.95
H -10.97 3.31 -3.94
H -7.94 5.87 -3.17
H -8.66 5.63 -1.57
H -9.59 6.47 -2.84
*
```

Output
Lowest unoccupied orbital energy ... -3.29 eV
HOMO-LUMO gap ... 7.11 eV
Energy above the lowest of the compared OMol25 structures with the same formula, charge and spin ... 0.0000 eV


This record from the Open Molecules 2025 dataset describes a structure of composition C16H38ClGeNO9SY in a non-equilibrium geometry. The level of theory is wB97M-V/def2-TZVPD.

```
! wB97M-V def2-TZVPD RIJCOSX def2/J DEFGRID3
* xyz 2 2
Y 10.34 10.16 8.86
C 7.32 10.25 7.35
C 6.90 10.01 8.83
C 6.19 8.64 8.92
C 6.07 11.15 9.39
O 8.19 9.92 9.54
Ge 8.62 10.43 11.19
O 10.02 9.27 11.00
C 10.70 8.58 12.11
C 10.14 7.18 12.14
C 12.16 8.62 11.84
C 10.55 9.35 13.42
O 9.71 11.73 10.58
C 10.07 13.19 10.98
C 9.17 14.06 10.17
C 11.56 13.38 10.63
C 9.82 13.25 12.44
H 6.51 10.19 6.64
H 7.81 11.24 7.22
H 8.00 9.41 7.11
H 5.51 8.63 8.02
H 6.94 7.85 8.85
H 5.72 8.51 9.83
H 5.03 11.18 8.98
H 5.97 10.92 10.42
H 6.52 12.18 9.17
H 10.43 6.62 11.29
H 10.48 6.63 13.07
H 9.07 7.20 12.25
H 12.31 8.44 10.79
H 12.59 9.56 12.07
H 12.70 7.92 12.49
H 9.51 9.65 13.45
H 10.77 8.69 14.29
H 11.18 10.26 13.50
H 9.31 13.78 9.14
H 8.12 13.96 10.46
H 9.47 15.09 10.10
H 11.72 13.30 9.58
H 11.95 14.36 10.88
H 12.06 12.54 11.08
H 8.80 12.96 12.62
H 10.42 12.53 12.91
H 10.14 14.26 12.86
O 11.94 6.60 8.73
Cl 11.49 7.60 7.78
O 11.87 7.32 6.46
O 10.04 7.92 7.88
O 12.10 8.88 8.22
N 11.49 10.91 4.30
C 12.07 11.61 5.40
C 11.32 11.32 6.73
O 10.26 10.63 6.58
O 11.80 11.64 7.79
H 10.72 10.28 4.75
H 12.18 10.29 3.82
H 11.01 11.52 3.64
H 12.08 12.73 5.23
H 13.13 11.37 5.58
C 13.43 4.53 11.41
S 12.64 4.04 12.96
C 13.90 4.61 14.11
H 14.40 4.16 11.45
H 13.22 5.59 11.25
H 12.86 3.90 10.67
H 14.65 5.14 13.52
H 14.47 3.77 14.50
H 13.39 5.28 14.78
*
```

Output
Lowest unoccupied orbital energy (alpha / beta) ... -4.84 / -9.70 eV
HOMO-LUMO gap (alpha / beta) ... 7.46 / 2.60 eV
Energy above the lowest of the compared OMol25 structures with the same formula, charge and spin ... 2.4040 eV


no.,energy (hartree)
1,-1909.7638
2,-4197.5069
3,-4337.3320